Record 1
Entry from the OMol25 dataset: a cluster of 11 separate species, C4H27NO13 in total in a non-equilibrium geometry (ωB97M-V with the def2-TZVPD basis set).

XYZ file:
```
45
Properties=species:S:1:pos:R:3:forces:R:3
O 0.4347 0.8650 -3.0802 0.15 -0.48 0.11
C 0.1938 -0.0716 -2.3223 -0.52 0.61 -0.37
N -0.1936 0.1418 -1.0397 0.68 0.18 -0.47
C 0.2637 1.3889 -0.4682 -0.95 -1.10 1.73
C -0.1685 1.4115 0.9875 0.72 -0.30 0.20
O -0.8758 0.5749 1.4858 -0.29 -0.09 0.07
C 1.7991 1.4523 -0.5053 -0.25 0.90 -1.32
O 2.2337 2.7831 -0.4585 0.60 0.03 0.95
H 0.2765 -1.1049 -2.6605 -0.17 -0.06 0.07
H -0.4788 -0.6039 -0.4163 -0.04 -0.09 -0.02
H -0.3213 2.2399 -0.8158 0.71 0.34 -0.84
H 0.2790 2.2077 1.6033 -0.09 0.21 -0.09
H 2.1641 0.9961 -1.4212 -0.18 -0.15 -0.24
H 2.2218 0.8197 0.2711 0.04 0.35 0.52
H 1.9431 3.2263 -1.2718 -0.21 -0.02 -0.06
O 2.6037 -2.7079 -0.8770 0.64 0.67 -0.47
H 2.6570 -3.6610 -0.7712 -0.68 0.13 0.05
H 1.7144 -2.3603 -0.9763 -0.16 -0.75 0.06
O 0.7319 3.6662 -2.6982 0.10 0.15 0.01
H 0.5428 2.7551 -2.9978 -0.24 0.14 0.09
H -0.0997 4.1183 -2.5009 0.24 -0.33 -0.20
O 3.6705 -2.2137 1.5605 0.64 -0.20 1.36
H 2.7409 -1.9328 1.5497 0.61 -0.08 -0.89
H 4.2336 -1.8812 0.8541 -0.93 0.13 -0.16
O -3.9002 0.1617 -0.3510 0.03 -0.42 -0.54
H -4.7830 -0.0804 -0.6567 -0.06 0.23 0.07
H -3.3272 -0.2496 -1.0249 0.09 -0.04 0.17
O -2.8406 2.8292 0.6621 0.53 -0.17 -0.37
H -2.5260 1.9316 0.4913 -0.44 -0.21 0.43
H -2.7616 3.1880 -0.2255 -0.29 0.47 -0.07
O 0.8707 -1.9476 2.2120 -0.12 -0.08 -0.54
H 1.2165 -1.0473 2.3282 -0.16 0.01 0.48
H 1.0686 -2.4622 2.9983 0.12 0.20 0.16
O -1.5286 -2.3990 0.4217 0.19 -0.34 1.36
H -0.8091 -2.5282 1.0731 -0.10 0.15 -0.50
H -2.2826 -2.1135 1.0201 0.60 0.08 -0.43
O 2.4811 0.4300 2.8183 0.48 0.28 -0.22
H 3.3213 0.0079 3.0490 -0.19 -0.31 0.06
H 2.7917 1.1755 2.2819 -0.34 -0.01 0.13
O -1.9710 -1.7791 -2.0086 -0.07 -0.83 -0.02
H -1.7075 -2.1690 -1.1341 -0.24 0.50 -0.07
H -2.0693 -2.5896 -2.5227 -0.25 0.27 -0.35
O -3.2731 -1.2052 1.9999 -0.43 0.13 0.01
H -3.7227 -0.8427 1.2145 -0.04 0.07 0.03
H -2.8138 -0.4200 2.3225 0.27 -0.14 0.14
```
Positions in Å, forces in eV/Å.

Values from the calculation:
max |F|: 2.26 eV Å⁻¹
energy above the lowest of the compared OMol25 structures with the same formula, charge and spin: 51.8 kcal per mole
E_HOMO: -10.109 eV
SMILES string: O=CN[C@@H](C=O)CO.O.O.O.O.O.O.O.O.O.O
DFT total energy: -1201.4891 Ha
M: 297.25 g/mol

---

Record 2
Entry from the OMol25 dataset: a structure of composition C4H4IrLiO5 in a non-equilibrium geometry (ωB97M-V with the def2-TZVPD basis set).

XYZ file:
```
15
Properties=species:S:1:pos:R:3:forces:R:3
O -1.4895 -0.0674 -0.1253 -4.74 -2.03 -2.14
C -0.9845 0.3983 1.0170 1.73 1.40 3.61
C -2.7862 -0.4953 0.0879 4.16 -0.29 1.96
O 0.1673 0.7428 1.1541 -1.11 -0.45 -0.96
O -1.8693 0.3688 1.9845 -0.27 -0.15 -0.46
C -3.0848 -0.2618 1.5314 0.82 1.03 -0.93
Li 1.7992 0.7439 0.2586 -0.41 0.27 0.67
H 2.4716 -0.5902 -2.5220 0.45 -0.05 0.14
H -3.1595 -1.2710 -0.5744 -0.61 0.61 -0.85
H -3.9239 0.4224 1.7177 -0.32 -0.06 0.00
C 3.3619 -0.1259 -2.0543 -2.68 -2.35 -4.04
O 3.2478 0.4709 -0.9282 -6.28 -1.32 1.24
O 4.4633 -0.0879 -2.6392 -1.18 -1.04 -0.88
Ir 5.0241 0.9379 -1.0184 10.69 4.68 2.89
H -3.2375 -1.1856 2.1105 -0.24 -0.27 -0.25
```
Positions in Å, forces in eV/Å.

Values from the calculation:
max |F|: 12.02 eV Å⁻¹
energy above the lowest of the compared OMol25 structures with the same formula, charge and spin: 0.0 kcal per mole
charge: +3
E_HOMO (alpha / beta): -19.784 / -23.694 eV
expectation value of S²: 8.755
DFT total energy: -641.4266 Ha
2S+1: 6
M: 331.23 g/mol

---

Record 3
Entry from the OMol25 dataset: a cluster of 12 separate species, C38H106F6N8O14P in total in a non-equilibrium geometry (ωB97M-V with the def2-TZVPD basis set).

XYZ file:
```
173
Properties=species:S:1:pos:R:3:forces:R:3
P -0.3002 -0.4639 -0.0915 0.63 -0.30 0.87
F -0.7435 -0.1835 -1.6698 1.37 -0.38 1.80
F 1.1737 -1.0622 -0.4225 0.27 0.75 -2.07
F 0.2928 1.0552 0.1231 -0.77 -0.60 -1.00
F 0.1944 -0.7516 1.4247 -1.46 0.57 1.43
F -1.8445 0.0023 0.3292 1.41 0.08 0.38
F -0.8160 -1.9904 -0.1020 -0.82 -0.23 -0.79
C 2.0589 7.1997 -3.9189 -1.17 -0.43 -1.43
C 1.9776 5.6770 -3.7925 1.32 -0.81 1.36
C 0.6928 5.0119 -4.4184 1.09 1.30 1.14
O 0.3645 3.6950 -3.9659 0.03 0.17 -0.48
C 0.4597 3.5116 -2.5516 1.33 0.76 0.15
N 3.2679 5.0445 -4.1329 -0.18 -0.10 -1.25
H 2.9318 7.6913 -3.4893 -0.20 -0.35 0.47
H 1.0951 7.5126 -3.5172 0.30 0.67 0.46
H 2.0219 7.5363 -4.9550 0.17 -0.13 -0.32
H 1.8666 5.5806 -2.7124 -0.37 -0.25 0.31
H 0.7681 5.1618 -5.4954 -0.06 -1.16 -0.19
H -0.0919 5.7104 -4.1280 -0.44 0.01 0.28
H 0.0865 4.3667 -1.9880 -0.49 0.14 -0.08
H 1.5214 3.4810 -2.3069 0.25 -0.12 0.22
H 0.0594 2.5964 -2.1152 -0.52 -0.11 -0.93
H 3.3624 4.0404 -4.0783 -0.52 0.02 0.17
H 4.1221 5.4542 -3.7829 -0.45 0.33 0.23
C 4.7302 0.0541 -1.1881 -0.32 -0.76 -1.02
C 6.0086 0.7383 -0.7440 -1.79 1.13 -0.46
C 6.0349 2.2840 -1.1073 1.80 -0.80 0.19
O 5.7883 2.4931 -2.4425 -0.13 0.10 -2.91
C 6.6925 3.3933 -3.1423 -1.17 -0.68 0.47
N 6.0910 0.5127 0.6598 0.97 0.58 1.39
H 4.7314 -0.9921 -0.8823 0.54 -0.21 -0.09
H 4.6599 0.0571 -2.2758 -0.23 0.07 -0.02
H 3.7728 0.3589 -0.7654 0.15 0.90 0.09
H 6.8313 0.2588 -1.2744 0.21 0.15 -0.06
H 7.0634 2.6337 -1.0183 0.46 -0.17 1.03
H 5.4434 2.9617 -0.4918 -0.56 -0.32 0.35
H 7.7375 3.0867 -3.1881 0.21 -0.16 0.99
H 6.5166 4.3615 -2.6735 0.57 0.34 -0.38
H 6.4677 3.3879 -4.2089 -0.81 0.18 0.16
H 6.4238 1.3558 1.1054 0.78 0.08 0.28
H 5.1945 0.4301 1.1175 -0.25 -0.61 -0.32
C -5.9105 2.7272 2.0431 0.30 0.06 1.03
C -4.6570 2.8081 2.9590 0.22 -0.41 -1.23
C -5.0646 2.7812 4.4625 0.71 -0.50 -1.47
O -3.9774 3.0302 5.3035 1.06 0.25 0.61
C -3.8039 4.3875 5.6542 -0.52 0.09 0.19
N -3.7519 1.7083 2.5309 -0.46 -0.41 0.91
H -5.6611 2.5938 0.9904 0.12 0.05 0.11
H -6.5303 3.6156 2.1642 0.00 0.12 -0.11
H -6.5050 1.8761 2.3754 -0.05 -0.16 -0.17
H -4.1089 3.7215 2.7282 -0.31 0.67 0.37
H -5.3762 1.7691 4.7206 -0.43 0.03 -0.14
H -5.8523 3.5207 4.6063 -0.28 -0.09 0.12
H -2.7785 4.6509 5.9139 0.21 -0.40 -0.53
H -4.3536 4.6173 6.5669 -0.42 -0.01 0.12
H -4.1950 5.0181 4.8558 0.28 0.30 -0.04
H -2.9074 1.6397 3.0806 -0.04 0.14 0.42
H -3.4116 1.8096 1.5854 -0.33 0.19 -0.23
C -3.4991 -2.9482 -1.9992 -0.43 -0.13 2.19
C -3.1683 -2.7772 -3.4381 1.73 -0.86 -0.51
C -3.6485 -3.9200 -4.2604 1.19 -0.75 -1.04
O -3.1016 -3.8407 -5.6299 -2.06 0.84 0.70
C -3.1925 -5.0533 -6.3407 0.95 -1.08 2.17
N -3.5770 -1.5558 -4.0175 -1.17 0.44 0.99
H -3.0143 -2.1888 -1.3857 0.38 0.13 -0.21
H -3.1849 -3.8954 -1.5610 0.18 -0.20 -0.23
H -4.5302 -2.8223 -1.6691 -0.70 -0.12 -0.61
H -2.0832 -2.6787 -3.4074 0.30 -0.94 -0.38
H -4.7321 -3.9275 -4.1424 -0.52 0.06 -0.92
H -3.3361 -4.8391 -3.7647 0.31 -0.46 -0.25
H -2.4357 -5.6036 -5.7817 0.24 -1.19 -0.49
H -2.8939 -5.0985 -7.3881 -0.20 1.00 0.03
H -4.1153 -5.6084 -6.1723 -0.48 0.24 -0.28
H -3.2524 -0.9632 -3.2668 0.28 1.47 -0.58
H -4.5461 -1.5503 -3.7333 -0.74 0.45 -0.81
C 1.2334 1.6991 8.2145 -0.06 -1.43 2.31
C 1.7863 1.6863 6.8505 -2.20 1.59 -1.39
C 0.6406 1.5133 5.8389 0.18 -0.96 0.82
O 0.2513 0.1822 5.8469 -1.42 -0.99 -1.02
C -0.7554 -0.1360 4.8448 0.79 0.69 0.43
N 2.2090 3.0411 6.5636 2.75 0.63 -0.54
H 1.9179 1.9842 9.0134 0.57 0.31 -0.39
H 0.9806 0.6841 8.5208 -0.61 -0.12 -0.08
H 0.3821 2.3633 8.3637 -0.16 -0.09 -0.45
H 2.5753 0.9607 6.6528 0.04 0.11 0.25
H 0.9296 1.8625 4.8476 0.20 -0.18 -0.33
H -0.1669 2.1568 6.1881 -0.35 0.26 -0.05
H -0.4483 0.2716 3.8817 0.49 -0.60 -0.37
H -1.7076 0.3799 4.9687 -0.25 -0.05 0.87
H -0.8857 -1.2180 4.8652 0.03 0.22 -0.24
H 2.9076 2.8518 5.8593 0.86 0.87 -0.12
H 1.5837 3.6369 6.0399 -0.85 -0.24 0.28
C 0.4551 -4.4823 3.9617 1.05 -0.84 0.81
C -0.5980 -5.2592 3.2093 -1.54 -0.62 0.42
C -2.0431 -5.2630 3.8415 0.87 1.35 1.01
O -1.9977 -5.7557 5.1799 -0.96 -0.37 0.63
C -3.2327 -5.8648 5.9621 0.85 -0.82 -1.02
N -0.6920 -4.6920 1.8956 -0.66 1.14 -0.85
H 0.4358 -3.3975 3.8566 -0.46 -0.01 -0.13
H 1.4389 -4.8057 3.6216 0.07 0.11 -0.47
H 0.5263 -4.7412 5.0181 -0.57 0.11 0.14
H -0.3239 -6.2918 2.9928 0.31 -0.24 0.82
H -2.7762 -5.6594 3.1390 -0.04 -1.13 0.19
H -2.3867 -4.2314 3.9173 0.20 0.62 -0.10
H -2.9883 -6.3609 6.9014 0.38 0.01 -0.14
H -3.9020 -6.5382 5.4267 -0.27 0.06 -0.06
H -3.7800 -4.9658 6.2454 0.39 0.55 -0.54
H -0.9670 -3.7339 2.0584 0.55 0.89 -0.29
H -1.5520 -4.9922 1.4591 -0.06 -0.79 -0.55
C 3.2058 4.4759 2.3719 -1.22 -1.59 -0.87
C 3.2493 3.0276 2.9487 2.82 1.66 -0.85
C 3.4622 1.9453 1.8538 -1.45 0.40 1.05
O 3.8698 0.6517 2.4235 1.25 2.88 -0.21
C 2.8909 -0.2449 2.7365 -2.17 -1.70 -1.65
N 4.5281 3.0709 3.6870 -0.88 -1.37 1.24
H 2.2129 4.6351 1.9512 -0.06 0.66 0.10
H 3.8832 4.4666 1.5180 0.19 0.21 -0.06
H 3.5433 5.2343 3.0783 -0.37 -0.24 0.10
H 2.4119 2.7437 3.5861 0.10 0.21 0.12
H 4.2564 2.2206 1.1599 -0.21 0.11 0.12
H 2.4746 2.0580 1.4064 -0.07 -1.58 -0.99
H 3.2333 -1.2149 3.0972 0.70 0.56 0.99
H 2.5029 -0.6121 1.7864 -0.76 0.22 -0.20
H 2.0473 0.1699 3.2881 0.12 -0.10 0.39
H 4.5660 2.0625 3.7279 1.39 -0.60 1.18
H 5.2557 3.2683 3.0148 0.15 0.41 -0.26
C 0.9685 -1.4025 -4.6983 0.15 1.91 0.51
C -0.5093 -0.9897 -4.5856 -0.24 -0.75 0.18
C -0.8558 0.5376 -4.7338 0.35 -0.67 0.23
O -2.2358 0.7042 -4.9651 -1.15 1.62 -0.15
C -2.6857 2.1214 -4.9370 1.27 -1.83 1.08
N -1.1936 -1.7518 -5.6408 0.49 0.65 0.19
H 1.4214 -1.1206 -3.7478 0.81 0.38 -0.18
H 1.3169 -0.8406 -5.5650 0.87 0.06 0.10
H 1.2143 -2.4547 -4.8416 -0.71 0.01 -0.05
H -0.7312 -1.3887 -3.5958 -0.99 0.41 -0.05
H -0.2442 0.9032 -5.5586 0.05 0.23 -0.56
H -0.5757 1.1572 -3.8819 0.28 -0.30 0.35
H -3.6631 2.2995 -4.4884 -0.64 -1.09 -0.65
H -2.6094 2.5373 -5.9416 0.18 0.33 0.23
H -2.1229 2.5952 -4.1327 0.85 0.59 -0.61
H -0.9963 -2.6972 -5.3453 -0.76 -0.43 -0.22
H -0.4890 -1.6438 -6.3563 -0.20 -0.02 -1.13
C 2.4621 -4.1609 0.6575 -0.88 -0.58 -0.70
C 3.7017 -3.8325 -0.1842 -1.08 0.60 0.37
O 3.4317 -3.9154 -1.5931 0.82 -0.54 0.66
O 1.9634 -5.5085 0.6300 1.53 -0.16 -0.03
H 1.6205 -3.6336 0.2085 0.22 1.00 0.18
H 2.5936 -3.8378 1.6902 0.20 0.20 0.12
H 4.6173 -4.3099 0.1648 -0.13 -0.75 -0.71
H 3.9047 -2.7864 0.0450 -0.07 0.30 0.18
H 2.8306 -3.1896 -1.7762 -0.12 0.13 -0.07
H 1.0742 -5.4311 0.9834 -0.54 0.06 0.05
C 0.2661 -4.3873 -2.5540 -0.28 0.56 -1.56
C -0.3396 -5.1627 -3.7458 0.88 -1.25 1.81
O -0.3952 -4.4345 -4.8876 0.14 0.86 -2.07
O -0.6736 -4.4736 -1.5464 -0.19 -1.05 1.56
H 0.4207 -3.3212 -2.7203 -0.28 0.33 -0.94
H 1.2993 -4.7298 -2.4978 0.01 -0.74 1.45
H -1.2976 -5.6242 -3.5067 -0.18 0.52 0.18
H 0.3218 -6.0038 -3.9538 0.11 -0.50 0.28
H 0.5187 -4.4429 -5.1814 -0.09 0.41 -0.59
H -0.4590 -3.8908 -0.8143 0.11 0.20 0.11
C -5.6315 0.9560 -2.0285 0.63 1.74 0.61
C -4.3631 1.1014 -1.1723 0.77 -1.26 -1.32
O -3.2531 0.5052 -1.9125 -1.57 0.88 0.85
O -5.6844 -0.2705 -2.6699 -0.77 -0.03 -0.19
H -5.6863 1.7879 -2.7306 0.08 -0.41 -0.59
H -6.4729 1.1279 -1.3572 -0.35 -0.13 0.16
H -4.6292 0.5407 -0.2762 0.73 -0.08 0.51
H -4.0377 2.1168 -0.9463 -0.67 0.28 0.21
H -2.5188 0.4964 -1.2943 0.14 -0.14 -0.09
H -5.7899 -0.9519 -2.0019 0.09 -0.18 0.10
```
Positions in Å, forces in eV/Å.

Values from the calculation:
max |F|: 3.38 eV Å⁻¹
charge: -1
E_HOMO: -5.318 eV
DFT total energy: -3943.2187 Ha
M: 1044.27 g/mol

---

- The highest max |F| belongs to which entry?
  C4H4IrLiO5